No. 1
A structure of composition C32H80As2F12MgO16 in a non-equilibrium geometry, computed with wB97M-V/def2-TZVPD.

HOMO-LUMO gap: 8.4 eV

XYZ file:
```
143
Properties=species:S:1:pos:R:3:forces:R:3
Mg -0.994222 2.680944 2.653201 0.4 -1.2 0.2
As -0.007385 -0.070402 0.440605 0.3 -0.9 0.6
F -1.430410 -0.873079 1.035406 0.5 0.6 -0.3
F 0.935224 -0.823261 1.699705 -0.2 0.3 -0.4
F 1.389437 0.856607 -0.058258 -0.3 -0.3 0.1
F -0.944931 0.806087 -0.721980 -0.1 0.0 0.2
F -0.281411 1.281054 1.640710 0.5 -1.1 -0.8
F 0.335542 -1.368018 -0.655445 -0.1 0.6 0.2
As -3.135262 0.595586 4.597580 -0.7 -1.4 1.8
F -1.933270 -0.674391 4.649202 -0.4 0.7 -0.2
F -4.077671 -0.249383 5.789035 0.3 0.5 -0.4
F -4.251202 1.937605 4.576981 0.3 -0.2 -0.4
F -2.125501 1.397444 3.373712 -0.7 -0.5 0.1
F -4.002882 -0.173836 3.310963 0.4 0.3 0.1
F -2.242342 1.478600 5.834704 0.0 -0.2 -0.5
C -5.687072 -0.141495 -0.695451 -0.1 -0.6 0.2
O -5.345103 1.000181 -1.442127 0.0 0.3 0.0
C -4.326565 0.740314 -2.386453 -0.1 -0.5 0.6
C -4.059328 1.931873 -3.255605 -0.7 -0.7 -1.0
O -3.765332 3.109132 -2.560582 0.9 0.1 0.3
C -3.372999 4.136127 -3.453315 -0.7 0.0 -0.1
H -6.302772 -0.856989 -1.253449 0.1 0.1 -0.3
H -6.282619 0.126699 0.175839 0.1 0.4 0.0
H -4.796045 -0.675146 -0.346881 0.1 0.0 0.1
H -4.632994 -0.094295 -3.030825 0.0 0.1 -0.2
H -3.420895 0.370580 -1.884013 0.1 0.3 0.2
H -4.935464 2.072832 -3.907766 -0.1 0.3 0.2
H -3.285962 1.598590 -3.964107 0.4 0.4 0.2
H -3.164669 5.057003 -2.912597 -0.1 -0.1 0.3
H -4.227849 4.316227 -4.111862 0.2 0.2 -0.3
H -2.487046 3.894539 -4.044796 0.0 -0.3 0.0
C 1.259343 1.276887 4.333206 0.4 -0.3 0.2
O 0.375320 2.371499 4.074361 0.3 0.4 0.7
C 0.363926 3.320054 5.139069 -0.5 1.0 -0.1
C -0.543771 4.509133 4.745219 1.1 -0.4 -1.5
O -1.567263 4.004409 3.872673 -0.9 1.4 2.3
C -2.752082 4.792906 3.832204 -1.0 0.1 -1.6
H 2.143993 1.629998 4.870975 -0.1 0.2 0.0
H 1.599751 0.862579 3.388437 -0.3 -0.1 -0.1
H 0.766229 0.528944 4.954564 -0.1 0.0 -0.2
H 1.369246 3.742337 5.202868 0.1 -0.2 0.5
H 0.003520 2.914483 6.083367 0.2 -0.5 -0.1
H 0.039046 5.181824 4.105478 0.1 0.2 0.2
H -0.896481 5.091280 5.591878 -0.4 -0.4 0.1
H -2.968304 5.377723 4.719355 0.3 -0.2 0.2
H -3.610739 4.168729 3.577425 0.2 -0.5 0.6
H -2.731194 5.437379 2.945112 0.5 0.5 0.3
C 1.608294 4.026689 1.689060 0.6 0.4 0.2
O 0.200917 3.859526 1.661802 0.2 0.8 -1.3
C -0.329903 4.049225 0.338633 -0.1 -0.4 -1.0
C -1.838238 4.027069 0.377817 -0.6 1.2 0.9
O -2.289452 2.993185 1.271223 0.1 0.3 -1.7
C -3.472509 2.334058 0.821694 -0.7 -0.6 -0.1
H 1.918582 3.923715 2.726162 0.1 -0.1 -0.1
H 1.879800 5.031260 1.348477 -0.2 0.0 0.0
H 2.148432 3.322117 1.052721 -0.3 -0.3 0.1
H -0.041651 3.267284 -0.371671 0.4 -0.3 0.6
H 0.076233 4.956558 -0.111154 -0.3 0.3 0.2
H -2.277591 3.951857 -0.616659 0.2 -0.4 -0.1
H -2.245660 4.950490 0.809996 0.2 0.2 -0.1
H -4.313453 3.010743 0.986384 -0.1 -0.3 0.1
H -3.562119 1.389795 1.354160 -0.1 0.3 0.4
H -3.458731 2.038328 -0.227152 0.4 0.5 -0.1
C 0.877244 -5.377470 5.660868 0.5 -0.7 0.1
O 1.691784 -5.245562 4.520410 0.0 0.3 -0.1
C 1.236199 -4.202054 3.664708 -1.3 -1.1 0.5
C 1.953816 -4.278853 2.365564 1.9 -0.3 -0.2
O 1.691033 -5.472790 1.642485 -1.3 -0.4 0.1
C 2.072615 -5.349820 0.301747 0.9 1.1 -0.3
H 1.359540 -6.112803 6.307761 0.1 0.1 0.0
H -0.091729 -5.823617 5.418354 -0.2 0.4 -0.1
H 0.794299 -4.437311 6.211076 -0.3 0.1 0.0
H 1.289191 -3.248377 4.196949 0.4 0.3 -0.3
H 0.162467 -4.363144 3.480301 0.0 0.0 -0.1
H 3.034022 -4.372218 2.561428 0.0 0.7 0.2
H 1.800190 -3.370392 1.773628 -0.3 -0.1 -0.1
H 1.833854 -6.172571 -0.367397 -0.7 -0.3 0.6
H 3.164400 -5.241599 0.217892 0.0 0.2 0.1
H 1.644463 -4.412428 -0.077372 -0.1 -0.2 -0.4
C -0.213212 6.720333 -2.428390 0.3 -0.3 0.4
O 0.032616 5.345960 -2.649466 -0.3 -0.2 0.1
C 0.502081 5.055104 -3.952798 0.7 0.6 -0.5
C 0.828907 3.581459 -4.133926 -0.2 0.0 0.0
O 2.060406 3.198769 -3.572474 0.4 0.0 0.3
C 2.089288 3.152143 -2.144273 -0.2 -0.3 -1.0
H -1.002628 7.128492 -3.062220 0.1 0.0 -0.3
H 0.722744 7.275280 -2.520806 -0.1 0.3 -0.2
H -0.551585 6.822543 -1.396751 0.0 0.0 0.0
H 1.430526 5.602650 -4.174873 0.2 0.1 0.4
H -0.179215 5.470658 -4.704622 -0.4 -0.5 0.0
H 0.958892 3.342893 -5.188666 -0.3 0.2 -0.1
H -0.003322 2.968514 -3.762204 0.1 -0.1 0.1
H 2.037927 4.178081 -1.775219 -0.2 -0.2 0.5
H 3.016367 2.664207 -1.849092 0.1 0.1 -0.1
H 1.268268 2.496384 -1.836786 0.0 0.4 0.4
C -2.951668 -2.795738 -2.667826 -0.1 0.6 0.2
O -2.754607 -3.997853 -1.970285 -0.1 -0.2 -0.1
C -1.904864 -3.806710 -0.870224 1.0 0.2 0.8
C -1.859664 -4.900743 0.181341 -0.7 0.0 0.1
O -1.395994 -6.172805 -0.227912 -0.1 0.3 -0.3
C -2.280908 -6.727203 -1.191044 0.2 -0.7 0.2
H -3.285816 -3.001274 -3.681446 0.0 -0.2 0.0
H -2.053348 -2.168567 -2.686504 0.2 -0.2 -0.2
H -3.696399 -2.156526 -2.179362 -0.2 -0.2 0.1
H -2.158898 -2.886040 -0.329281 -0.1 0.0 0.0
H -0.849548 -3.686051 -1.158398 -0.1 0.2 -0.6
H -2.837931 -5.007586 0.667027 -0.2 -0.1 -0.1
H -1.202186 -4.506533 0.956948 0.3 -0.3 0.0
H -2.210942 -7.817956 -1.182299 0.3 0.0 0.3
H -2.018122 -6.428408 -2.206405 -0.3 0.4 0.0
H -3.306633 -6.479541 -0.911235 -0.1 0.1 -0.4
C 4.276606 -1.699887 -0.073336 0.0 -0.6 -0.2
O 5.536739 -1.533340 0.555655 -0.2 0.3 -0.3
C 6.600780 -2.213789 -0.084105 -0.3 -0.2 0.9
C 6.793472 -3.588983 0.539528 0.0 0.3 0.8
O 5.632657 -4.384469 0.455959 -0.3 0.0 -1.0
C 5.879320 -5.768067 0.493165 0.2 -0.2 0.3
H 3.513464 -1.272154 0.571785 0.0 0.2 0.0
H 4.062261 -2.761938 -0.216974 -0.1 0.0 0.2
H 4.244874 -1.254328 -1.073887 0.1 0.3 0.1
H 7.480431 -1.617814 0.166488 0.2 -0.1 -0.3
H 6.475096 -2.268369 -1.169112 -0.1 0.0 0.0
H 6.963652 -3.466843 1.618363 0.4 0.3 -0.1
H 7.695213 -4.042314 0.107210 -0.2 -0.3 -0.1
H 5.941166 -6.139027 1.524731 0.3 0.1 0.0
H 6.811094 -5.971504 -0.042646 -0.1 -0.3 0.0
H 5.059679 -6.329388 0.044665 0.0 0.3 -0.2
C 0.617091 -0.774974 -5.969976 -0.1 -0.7 0.1
O 0.275941 0.196597 -5.009392 -0.3 -0.1 0.1
C 0.498038 -0.178097 -3.672683 1.4 -0.5 0.9
C 2.007168 -0.230744 -3.342272 -0.2 2.0 -0.7
O 2.804628 -1.263788 -3.858637 -0.5 -0.5 -0.1
C 2.389432 -2.553572 -3.416152 0.4 0.6 0.5
H 0.194582 -1.759169 -5.719097 -0.4 0.2 0.0
H 1.686795 -0.991625 -6.046839 0.1 0.6 -0.1
H 0.192031 -0.426606 -6.907795 0.2 -0.1 -0.1
H 0.054496 -1.124688 -3.342620 -0.6 0.1 -0.5
H 0.126677 0.635403 -3.050845 -0.3 -0.1 0.0
H 2.224899 -0.002042 -2.294200 -0.3 -0.7 0.3
H 2.302965 0.699824 -3.845348 0.6 -0.3 -0.1
H 2.326589 -2.533085 -2.322888 -0.1 -0.2 0.1
H 3.176847 -3.239337 -3.716711 -0.1 -0.2 -0.1
H 1.416972 -2.854568 -3.810718 0.1 0.0 -0.2
```
Forces are in eV/Å.

***

No. 2
The ion C4H11N4 with charge +1 in a non-equilibrium geometry, computed with wB97M-V/def2-TZVPD.

HOMO-LUMO gap: 9.6 eV
Total charge: +1

XYZ file:
```
19
Properties=species:S:1:pos:R:3:forces:R:3
C -0.302851 1.017814 -0.028840 -0.9 -0.7 -0.1
C 1.227173 -0.614378 -0.475675 0.2 1.0 1.8
C -0.909143 2.263182 0.490203 -0.4 0.8 -0.7
C -0.822237 -1.979064 -0.825767 -2.3 -1.1 -2.5
N -0.787527 0.366720 -1.039904 -0.8 0.9 -1.4
N 0.779446 0.453595 0.512792 1.6 -1.1 -0.4
N 0.963964 0.134860 1.890475 4.0 -1.9 -0.9
N -0.027425 -0.872875 -1.246269 0.8 0.6 -1.7
H 1.951833 -0.154841 -1.139722 0.1 -0.1 -0.1
H 1.666623 -1.410212 0.153169 -0.6 -0.2 -0.9
H -1.236643 2.932209 -0.304898 -0.7 -0.7 -0.4
H -0.172295 2.910466 0.876273 1.3 0.3 1.0
H -1.687414 2.179319 1.235575 -0.3 -0.4 0.0
H -0.867466 -2.102636 0.185508 -0.1 -0.1 2.7
H -1.822426 -1.833198 -1.275981 0.3 0.3 0.7
H -0.521219 -2.870649 -1.330264 0.8 -0.7 0.0
H 0.460720 0.601263 2.607617 -0.5 1.0 0.0
H 2.052693 0.068125 2.048647 -3.2 0.8 0.1
H 0.054194 -1.089701 -2.332940 0.5 1.5 2.7
```
Forces are in eV/Å.

***

No. 3
An isolated molecule of C3H5NOS2 in a non-equilibrium geometry, computed with wB97M-V/def2-TZVPD.

HOMO-LUMO gap: 9.1 eV

XYZ file:
```
12
Properties=species:S:1:pos:R:3:forces:R:3
C -0.921318 -0.616839 -1.280018 -3.5 0.1 -0.7
C -0.229812 0.236143 -0.186596 -1.2 0.1 -4.3
C 0.928644 0.807946 1.763114 1.3 -1.3 0.8
H 0.863776 -2.458543 -1.256462 -0.9 0.7 -0.7
H -1.996443 -1.002546 -0.795706 3.1 0.2 -0.9
H -1.475626 0.114313 -2.104056 2.2 -1.7 2.0
H 2.156891 0.729905 1.910012 -3.4 0.5 -0.8
H 0.427907 0.630102 2.796337 1.0 -0.6 -2.0
N -0.477334 1.470921 -0.402362 0.5 0.8 3.0
O 0.574160 -0.326745 0.661789 0.5 1.7 3.4
S 0.082034 -1.895770 -2.265621 -0.2 0.6 1.7
S 0.067122 2.311113 1.159571 0.5 -1.1 -1.6
```
Forces are in eV/Å.

***

Number 3 is which compound?
C3H5NOS2

***

Among the records above, which one has the highest HOMO-LUMO gap?
C4H11N4

***

Which value of HOMO-LUMO gap does entry 1 give?
8.4 eV

***

Among the records above, which one has the lowest HOMO-LUMO gap?
C32H80As2F12MgO16